(one)
24
Properties=species:S:1:pos:R:3:mulliken_charge:R:1 method="wB97M-V/def2-TZVPD" charge=+1 homo_energy_ha=-0.53239
H 0.56 2.28 -0.77 0.391
C -0.53 0.49 -0.37 0.342
O 1.51 -2.73 -0.78 -0.593
H 0.95 -3.50 -0.67 0.280
H -1.61 -1.73 -2.40 0.327
O -1.10 -1.35 -1.68 -0.541
H 2.25 -2.92 -1.37 0.279
H 0.70 -1.18 -0.41 0.418
H 0.39 -0.17 2.02 0.363
O -1.15 1.04 2.68 -0.569
H -0.36 0.40 -2.55 0.358
C 1.22 -0.26 1.32 -0.920
H 2.02 -0.96 1.40 0.378
C -1.03 0.09 -1.76 -0.866
H -1.69 0.50 3.27 0.280
H 1.64 0.73 1.54 0.364
N 0.79 -0.18 -0.11 -0.143
H -0.76 1.68 3.29 0.292
H 1.48 0.29 -0.67 0.419
C -0.37 2.00 -0.25 -1.315
H -0.54 2.47 0.71 0.268
H -2.06 0.43 -1.81 0.449
H -1.08 2.46 -0.94 0.431
H -1.26 0.10 0.33 0.307

=====

(two)
24
Properties=species:S:1:pos:R:3:mulliken_charge:R:1 method="wB97M-V/def2-TZVPD" charge=+1 homo_energy_ha=-0.50353
O 0.01 3.00 1.47 -0.599
H -0.05 -1.69 2.48 0.368
C 0.79 0.11 -0.74 -0.154
O -1.51 2.21 -1.57 -0.646
C 1.02 -1.79 2.39 -1.380
H -0.76 0.65 -2.04 0.396
H -0.91 2.92 -1.31 0.305
H 0.67 -1.89 -0.22 0.263
H 1.37 -2.77 2.10 0.359
H -0.82 -0.87 -1.62 0.310
N -0.11 -0.17 -1.88 -0.139
H -0.90 3.16 1.77 0.309
H 1.47 0.16 2.01 0.288
H 2.70 -1.02 1.37 0.236
H -2.42 2.51 -1.42 0.307
H -2.65 -2.45 -0.93 0.288
C 1.65 -0.75 1.42 -0.138
O -1.70 -2.32 -1.00 -0.648
H 0.67 3.51 1.93 0.313
H -1.38 -3.22 -0.82 0.304
C 1.02 -0.91 0.07 -0.350
H 1.41 -1.67 3.40 0.382
H 0.35 -0.17 -2.79 0.376
H 1.03 1.17 -0.56 0.251

=====

Stability check: which of them is least stable? (two).

=====

(one)
66
Properties=species:S:1:pos:R:3:mulliken_charge:R:1 method="wB97M-V/def2-TZVPD" charge=0 homo_energy_ha=-0.28053
C -4.60 0.92 1.22 -1.072
H 2.57 2.98 -0.50 0.127
C -3.94 -2.77 -1.15 -0.179
C 0.89 4.31 -0.82 1.177
C -4.93 2.28 -0.82 -0.890
H -1.25 4.88 2.76 0.422
C -3.02 2.91 -2.14 -0.471
C 4.74 -1.18 0.06 -0.304
H -5.26 -1.56 -2.38 0.441
O 0.78 1.05 -1.09 0.809
C -2.69 -2.88 -0.60 -0.877
N 2.26 -0.19 0.44 0.672
H 3.00 4.60 -1.01 0.396
C -1.81 0.92 0.79 1.058
C 4.08 -0.55 -0.99 -0.912
Te 1.16 2.89 1.92 -0.055
C -1.78 4.40 1.93 -1.870
H -2.78 4.83 1.87 0.349
H 5.73 -1.58 -0.09 0.443
N -2.08 -0.89 -1.68 0.148
H -3.47 0.16 -2.78 0.549
C -3.78 0.26 2.08 -1.052
C -3.32 -0.74 -2.20 -0.267
C 2.84 -0.82 1.45 0.638
C 2.82 -0.05 -0.75 0.589
C -4.07 1.61 0.10 0.769
C 2.27 3.81 -1.14 -1.822
H -4.19 -0.27 2.94 0.392
C -1.75 6.32 -2.69 -1.690
C -1.04 4.60 0.63 1.148
H -1.75 -0.26 2.58 0.615
O 2.08 0.69 -2.89 -0.659
H -2.66 5.71 -0.20 0.249
H 4.53 -0.44 -1.97 0.561
H -1.11 2.33 -1.43 0.140
C -1.71 -1.90 -0.85 0.692
C -2.18 2.29 -1.26 -0.498
C -1.05 5.55 -1.60 0.672
C 0.22 5.04 -1.80 -0.759
Ti 0.29 0.66 0.75 -1.504
H -1.85 5.72 -3.59 0.327
H -5.08 3.41 -2.61 0.394
H -4.68 -3.53 -0.93 0.394
C -4.42 2.90 -1.92 -1.227
C -4.28 -1.68 -1.97 -0.744
H -1.87 3.35 2.19 0.309
C -1.66 5.32 -0.38 -0.584
C 1.92 -0.88 2.65 0.002
H 0.72 5.21 -2.75 0.420
H -1.19 7.22 -2.95 0.472
H 4.59 -1.84 2.13 0.554
C -2.38 0.27 1.87 -0.254
H -1.39 -0.17 -1.83 0.063
O 0.75 -0.33 2.37 -0.233
C 0.24 4.08 0.40 -0.217
C -2.67 1.61 -0.12 1.299
S -0.14 -1.90 -0.20 -0.397
H 2.32 3.47 -2.18 0.423
C 4.12 -1.33 1.30 -0.736
H -2.43 -3.70 0.05 0.425
O 2.24 -1.39 3.69 -0.661
H -2.62 3.43 -3.00 0.488
H -5.68 0.92 1.38 0.398
H -5.99 2.27 -0.63 0.435
C 1.86 0.62 -1.71 0.124
H -2.75 6.63 -2.38 0.346

=====

(two)
66
Properties=species:S:1:pos:R:3:mulliken_charge:R:1 method="wB97M-V/def2-TZVPD" charge=0 homo_energy_ha=-0.27555
H 4.27 4.63 -0.78 0.445
C 4.74 3.18 0.77 -0.222
C 2.82 1.34 -2.46 -0.878
H 4.32 -0.01 -1.80 0.431
N 2.09 3.01 1.14 0.102
H -1.66 -2.68 -4.37 0.222
O -0.92 0.75 1.87 0.480
H 1.80 4.38 -0.39 0.407
C -1.36 -2.47 -2.27 0.945
C 1.77 -2.35 3.19 -0.033
H -3.75 -2.84 -5.48 0.340
H -5.02 -3.58 -4.51 0.333
C 1.26 0.34 -0.31 0.636
C 3.89 3.97 -0.02 -0.664
C 0.14 -2.48 -2.42 -1.564
C -0.61 1.84 -1.07 -0.889
Ti 0.45 -0.48 1.43 -1.494
C 0.67 -1.82 4.08 0.743
C -1.45 0.94 3.09 0.160
C 1.00 2.89 -3.08 -0.962
H -4.63 -2.85 0.71 0.319
C 3.32 0.39 -1.63 -1.154
C -1.07 2.84 -1.88 -0.835
C -4.14 -2.32 -2.13 -0.845
C -4.37 -2.70 -4.60 -1.473
H -3.49 -1.57 1.11 0.074
H 4.89 1.70 2.32 0.419
O 1.77 -1.70 2.02 0.119
C 4.24 2.33 1.72 -0.671
C -0.64 -1.40 6.01 -0.318
O -2.15 1.84 3.42 -0.623
C -4.15 -1.95 0.33 -1.488
H -1.25 1.43 -0.31 0.397
C -0.96 -0.14 4.03 0.528
H 1.09 2.90 1.26 0.235
H 0.91 -2.92 5.90 0.554
H 3.00 -0.82 0.10 0.523
C -2.01 -2.34 -1.03 -0.078
C -0.26 3.39 -2.89 -0.651
C -3.40 -2.21 -0.95 1.023
C -2.15 -2.56 -3.41 -1.051
C -3.54 -2.53 -3.36 0.690
C -1.31 -0.38 5.35 -0.834
H 0.41 -2.50 -3.47 0.373
H -5.22 -2.24 -2.07 0.405
H 3.40 1.72 -3.30 0.394
H 0.59 -3.34 -1.93 0.393
H -5.02 -1.84 -4.78 0.336
C 2.55 3.84 0.18 -0.263
H -2.07 0.22 5.83 0.556
H -0.90 -1.62 7.04 0.447
C 0.72 1.34 -1.20 1.095
C 0.37 -2.14 5.39 -0.780
O 2.53 -3.21 3.52 -0.647
N -0.02 -0.87 3.47 0.402
H -0.63 4.19 -3.52 0.407
H -4.93 -1.21 0.16 0.418
Te -0.88 -2.68 0.72 0.281
C 1.51 1.86 -2.26 1.238
H -2.09 3.21 -1.74 0.465
C 2.55 -0.09 -0.55 -0.031
H 0.58 -1.59 -1.96 0.202
H 1.63 3.28 -3.87 0.414
C 2.85 2.22 1.93 0.355
S 2.10 1.21 3.09 -0.258
H 5.81 3.24 0.62 0.397

=====

Stability check: which of them is least stable? (two).

=====

(one)
12
Properties=species:S:1:pos:R:3:mulliken_charge:R:1 method="wB97M-V/def2-TZVPD" charge=0 smiles="S=C[C@@H]1N[C@@H]1C=S" homo_energy_ha=-0.32941
C 1.58 -0.28 0.66 -0.551
C -0.72 0.16 -0.58 0.186
H -1.04 0.38 -1.56 0.467
S 3.00 0.49 0.75 -0.215
H 1.19 -0.58 -1.44 0.412
C -1.29 1.03 0.52 -0.531
C 0.66 -0.45 -0.50 0.136
N -0.53 -1.19 -0.23 -0.590
H 1.29 -0.84 1.55 0.332
S -2.08 2.42 0.31 -0.225
H -1.22 0.63 1.51 0.328
H -0.86 -1.77 -0.99 0.253

=====

(two)
12
Properties=species:S:1:pos:R:3:mulliken_charge:R:1 method="wB97M-V/def2-TZVPD" charge=0 smiles="NC1=CC(=S)SC1" homo_energy_ha=-0.30129
S -1.38 1.69 0.02 -0.155
N 1.68 -0.79 0.07 -0.422
C 0.43 -0.21 0.02 0.568
C -0.75 -0.89 0.02 -0.686
H 1.74 -1.81 0.03 0.222
C 0.39 1.24 0.03 -0.614
H 0.82 1.70 0.93 0.339
H -0.88 -1.98 -0.05 0.317
H 0.87 1.72 -0.85 0.362
S -3.47 -0.43 0.03 -0.323
C -1.93 0.02 -0.01 0.172
H 2.46 -0.25 -0.24 0.220

=====

Stability check: which of them is least stable? (one).

=====

(one)
12
Properties=species:S:1:pos:R:3:mulliken_charge:R:1 method="wB97M-V/def2-TZVPD" charge=0 smiles="S=C[C@@H]1N[C@H]1C=S" homo_energy_ha=-0.33380
H -1.45 -0.52 -1.44 0.200
C -0.67 0.20 0.58 0.127
H -0.77 0.18 1.65 0.422
H 2.08 0.47 1.33 0.361
S 2.93 -1.41 -0.05 -0.191
S -2.99 -1.30 0.15 -0.259
H -0.30 1.89 -1.03 0.302
H 0.40 -0.39 -1.12 0.294
C -1.67 -0.57 -0.31 -0.279
C 0.65 0.20 -0.19 0.188
N -0.04 1.45 -0.10 -0.551
C 1.83 -0.20 0.53 -0.615

=====

(two)
12
Properties=species:S:1:pos:R:3:mulliken_charge:R:1 method="wB97M-V/def2-TZVPD" charge=0 homo_energy_ha=-0.33304
S -2.73 -0.57 -0.63 -0.214
H 1.59 0.59 1.14 0.447
H 2.53 -0.46 -0.75 0.166
H 0.33 0.42 2.15 0.295
C -0.56 1.59 -0.62 0.060
C -0.10 0.17 -0.15 1.167
S 1.01 -0.34 -1.61 -0.241
C -1.22 -0.83 -0.52 -0.494
H -1.10 -1.94 -0.52 0.309
C 0.75 -0.08 1.12 -1.499
H 0.87 -1.08 1.27 0.446
N -1.37 2.53 -0.87 -0.442

=====

Stability check: which of them is least stable? (two).

=====

(one)
11
Properties=species:S:1:pos:R:3:mulliken_charge:R:1 method="wB97M-V/def2-TZVPD" charge=+1 smiles="C1=[NH+]CPN1" homo_energy_ha=-0.51018
C -0.82 -0.94 -0.06 -0.426
N 1.33 0.46 0.28 -0.196
N -0.77 0.49 -0.67 -0.106
H -1.63 0.87 -1.13 0.276
H 0.51 -1.08 2.20 0.125
C 0.32 1.08 -0.38 0.034
H -0.98 -1.71 -0.88 0.311
H 2.23 1.03 0.26 0.329
P 0.90 -1.16 0.73 0.005
H 0.60 2.08 -0.96 0.300
H -1.67 -1.12 0.60 0.349

=====

(two)
11
Properties=species:S:1:pos:R:3:mulliken_charge:R:1 method="wB97M-V/def2-TZVPD" charge=+1 homo_energy_ha="-0.51971 / -0.51976"
N 0.72 -1.60 -0.12 -0.510
C -0.87 0.84 -0.35 -0.620
C 1.26 -0.45 0.01 -0.073
N 0.54 0.68 0.17 -0.175
H -0.75 0.78 -1.54 0.357
H 1.20 -2.50 -0.19 0.261
H 2.23 -0.39 0.22 0.477
P -2.21 -0.34 0.03 0.435
H -1.73 -0.35 1.37 0.158
H 0.97 1.48 0.60 0.252
H -1.36 1.88 -0.21 0.437

=====

Stability check: which of them is least stable? (two).

=====

(one)
9
Properties=species:S:1:pos:R:3:mulliken_charge:R:1 method="wB97M-V/def2-TZVPD" charge=0 smiles="O=C(S)SCI" homo_energy_ha=-0.35506
I -0.47 -0.38 -3.03 0.093
S 1.41 1.80 1.68 -0.208
S -0.77 0.67 0.18 -0.069
H -2.26 -0.80 -1.12 0.412
H -0.94 -1.57 -0.81 0.419
C 0.79 0.36 0.85 0.562
H 2.05 1.21 2.60 0.142
C -1.21 -0.65 -1.07 -0.896
O 1.40 -0.64 0.73 -0.456

=====

(two)
9
Properties=species:S:1:pos:R:3:mulliken_charge:R:1 method="wB97M-V/def2-TZVPD" charge=0 homo_energy_ha=-0.32206
H 1.62 -1.58 1.01 0.345
H 1.11 -1.79 -0.73 0.413
C -0.30 0.00 0.45 0.462
S -1.14 0.23 -1.03 -0.013
I 2.92 0.20 -0.55 0.093
S -2.84 1.24 -0.45 -0.192
H -2.28 2.44 -0.28 0.181
O -0.50 0.38 1.54 -0.397
C 1.42 -1.13 0.06 -0.893

=====

Stability check: which of them is least stable? (two).